One molecule with the formula C2H4N4O in a non-equilibrium geometry, computed with ωB97M-V/def2-TZVPD.

The geometry in XYZ format:
```
11
Properties=species:S:1:pos:R:3
C -0.9062 1.0099 -0.3139
C 1.0374 0.1858 -0.2806
H -1.4285 -0.8455 1.1482
H -1.1121 -1.9626 -0.0215
H -1.9989 0.9057 -0.1207
H 2.3155 -0.6351 0.8345
N -0.7344 -1.2515 0.5653
N -0.2309 -0.1810 -0.1611
N -0.1373 1.9550 -0.7524
N 1.0863 1.3867 -0.7148
O 2.1090 -0.5675 -0.1829
```

Computed properties:
SMILES = Nn1cnnc1O
Energy above the lowest of the compared OMol25 structures with the same formula, charge and spin = 2.789 eV
Calculated total energy = -372.7978 Eh
HOMO level = -9.6 eV
Maximum force = 4.03 eV Å⁻¹
Gap between HOMO and LUMO = 10.0 eV